1) C5H5Cl in the gas phase, computed with the ωB97M-V functional and the def2-TZVPD basis.

```
! wB97M-V def2-TZVPD RIJCOSX def2/J DEFGRID3
* xyz 0 1
Cl -1.483 -1.100 0.326
C 0.176 -0.550 0.191
C 0.632 -0.171 -1.137
C 1.218 1.089 -1.101
C 1.064 1.627 0.238
C 0.374 0.675 0.989
H 0.724 -1.407 0.644
H 0.607 -0.889 -1.996
H 1.673 1.603 -1.881
H 1.358 2.630 0.594
H 0.076 0.752 2.025
*
```

As for the SMILES: ClC1C=CC=C1. The calculation puts the highest occupied orbital energy at -0.317 Ha.

Per-atom natural (NBO) charges, elementary charge units: Cl -0.0252; C -0.3176; C -0.1981; C -0.2055; C -0.2292; C -0.1789; H 0.2651; H 0.2255; H 0.2163; H 0.2270; H 0.2207

2) A molecular structure, C5H5Cl, computed with the ωB97M-V functional and the def2-TZVPD basis.

```
! wB97M-V def2-TZVPD RIJCOSX def2/J DEFGRID3
* xyz 0 1
C -1.161 0.285 -0.450
C 0.846 0.588 -0.336
C -0.100 -1.361 1.500
C -0.076 -0.332 0.666
C -0.233 1.031 -1.489
Cl -1.648 -2.082 1.768
H -1.972 -0.416 -0.816
H -1.805 1.050 0.033
H 0.792 1.611 0.062
H 1.868 0.226 -0.701
H 0.815 -1.742 2.038
*
```

The calculation puts the highest occupied orbital energy at -0.347 Ha.

Per-atom natural (NBO) charges, elementary charge units: C -0.6222; C -0.5651; C -0.2602; C -0.0306; C 0.2119; Cl -0.0032; H 0.2691; H 0.2640; H 0.2560; H 0.2446; H 0.2358

It is 2) that is the least stable of them.

1) 15 unconnected molecules or ions with the total composition H30O15, computed with the ωB97M-V functional and the def2-TZVPD basis.

```
! wB97M-V def2-TZVPD RIJCOSX def2/J DEFGRID3
* xyz 0 1
O -1.019 -3.509 -0.502
H -1.264 -4.113 0.155
H -1.379 -2.639 -0.294
O 3.797 1.370 -2.167
H 4.334 0.934 -2.810
H 2.976 0.873 -1.991
O -3.985 1.329 -0.745
H -3.129 1.227 -1.163
H -4.377 0.488 -0.837
O 0.018 -0.212 0.279
H -0.805 -0.391 -0.208
H 0.654 -0.150 -0.410
O -1.346 1.028 -1.769
H -0.581 1.453 -1.360
H -1.076 0.222 -2.245
O 0.714 2.977 -1.548
H 0.153 3.572 -1.042
H 1.295 2.607 -0.905
O 4.180 0.512 0.380
H 4.534 0.816 1.180
H 3.316 0.892 0.458
O 1.538 0.367 3.065
H 1.781 -0.448 2.650
H 0.693 0.185 3.480
O -0.639 -1.904 2.470
H -1.530 -1.619 2.380
H -0.182 -1.433 1.787
O 1.544 -2.705 -0.438
H 0.654 -3.063 -0.474
H 1.815 -2.615 0.428
O -2.797 -1.248 -0.992
H -2.800 -0.920 -1.866
H -3.228 -2.148 -1.077
O 1.881 1.820 0.817
H 1.856 2.637 1.315
H 1.490 1.201 1.456
O -3.318 -0.590 1.763
H -3.045 -0.436 0.840
H -3.428 0.294 2.139
O -1.447 1.607 1.555
H -0.932 1.197 0.859
H -1.239 2.499 1.624
O 1.655 -0.332 -1.976
H 1.005 -0.449 -2.695
H 1.663 -1.186 -1.570
*
```

The calculation puts the highest occupied orbital energy at -0.364 Ha.

Per-atom natural (NBO) charges, elementary charge units: O -0.9557; H 0.4911; H 0.4907; O -0.9678; H 0.4651; H 0.4871; O -0.9484; H 0.4821; H 0.4564; O -0.9939; H 0.4887; H 0.4993; O -0.9780; H 0.5153; H 0.4600; O -0.9468; H 0.4648; H 0.4944; O -0.9447; H 0.4499; H 0.4731; O -0.9464; H 0.4764; H 0.4996; O -0.9834; H 0.4924; H 0.4749; O -0.9825; H 0.4985; H 0.4748; O -0.9723; H 0.4844; H 0.5017; O -0.9950; H 0.4838; H 0.5129; O -0.9814; H 0.4850; H 0.4965; O -0.9697; H 0.4839; H 0.4636; O -0.9651; H 0.4734; H 0.5111

2) 15 unconnected molecules or ions with the total composition H30O15, computed with the ωB97M-V functional and the def2-TZVPD basis.

```
! wB97M-V def2-TZVPD RIJCOSX def2/J DEFGRID3
* xyz 0 1
O 0.390 -0.985 -2.401
H 1.284 -0.844 -2.089
H 0.390 -1.360 -3.292
O 2.227 -1.618 2.138
H 2.799 -0.922 1.781
H 1.330 -1.384 1.883
O -3.203 -2.965 1.135
H -3.648 -3.495 0.463
H -2.590 -2.425 0.655
O 0.349 -3.497 -0.813
H 0.005 -3.152 -0.032
H 0.881 -2.750 -1.117
O 2.780 -1.372 -1.251
H 2.840 -0.713 -0.521
H 3.206 -0.956 -2.004
O -1.843 -1.499 -0.902
H -1.072 -1.155 -1.441
H -2.550 -1.037 -1.324
O 0.285 2.199 -1.133
H -0.500 2.111 -1.649
H 0.360 3.136 -0.806
O -3.627 0.355 0.685
H -4.140 0.803 1.330
H -3.109 -0.233 1.260
O -0.537 1.742 1.986
H -0.829 2.482 1.502
H -0.265 1.006 1.394
O 1.585 3.117 1.133
H 1.022 2.362 1.375
H 1.638 3.808 1.848
O 2.621 1.474 -2.265
H 1.713 1.495 -2.059
H 2.738 1.551 -3.217
O 0.181 -0.267 0.443
H 0.454 0.495 -0.065
H -0.698 -0.501 0.158
O -1.800 -0.843 2.523
H -1.412 0.028 2.548
H -1.683 -0.928 3.461
O 3.207 0.530 0.678
H 2.854 1.368 0.931
H 4.139 0.571 0.992
O -2.345 1.720 -1.287
H -2.610 1.286 -2.081
H -2.815 1.263 -0.553
*
```

The calculation puts the highest occupied orbital energy at -0.372 Ha.

Per-atom natural (NBO) charges, elementary charge units: O -1.0010; H 0.5094; H 0.4887; O -0.9710; H 0.4742; H 0.4804; O -0.9553; H 0.4641; H 0.4852; O -0.9390; H 0.4589; H 0.4779; O -0.9728; H 0.5110; H 0.4762; O -0.9865; H 0.5132; H 0.4700; O -1.0031; H 0.5088; H 0.5100; O -0.9735; H 0.4788; H 0.5149; O -0.9907; H 0.4824; H 0.4892; O -1.0079; H 0.4924; H 0.4923; O -0.9710; H 0.4909; H 0.4661; O -0.9764; H 0.4933; H 0.5029; O -0.9529; H 0.4791; H 0.4808; O -0.9651; H 0.5056; H 0.4921; O -1.0008; H 0.4650; H 0.5133

3) 15 unconnected molecules or ions with the total composition H30O15, computed with the ωB97M-V functional and the def2-TZVPD basis.

```
! wB97M-V def2-TZVPD RIJCOSX def2/J DEFGRID3
* xyz 0 1
O 0.911 -0.498 -3.184
H 0.320 -0.459 -3.954
H 0.687 0.290 -2.713
O -0.262 1.749 -2.089
H 0.154 2.092 -2.884
H 0.304 1.901 -1.333
O 0.359 0.022 0.373
H -0.604 -0.050 0.310
H 0.647 -0.842 -0.023
O -0.341 -3.607 0.741
H -0.560 -4.600 0.744
H -0.480 -3.355 -0.153
O -3.185 2.068 0.283
H -2.276 2.297 0.507
H -3.538 2.032 1.162
O 2.575 -1.667 -0.796
H 2.449 -2.594 -0.868
H 3.387 -1.525 -1.330
O -0.644 -2.071 -1.486
H -1.318 -1.512 -1.146
H 0.041 -1.598 -1.867
O -2.276 -0.044 -2.778
H -1.647 0.482 -2.329
H -2.079 0.229 -3.680
O -0.698 2.505 0.930
H -0.476 3.350 0.538
H -0.103 1.868 0.563
O 0.980 0.991 2.729
H 0.374 0.978 3.485
H 0.804 0.303 2.168
O 1.751 -2.084 2.214
H 0.950 -1.891 1.740
H 1.574 -2.934 2.614
O 1.742 2.405 -0.456
H 1.675 3.322 -0.108
H 2.322 1.934 0.157
O -1.966 0.914 2.914
H -1.719 -0.024 2.856
H -1.423 1.330 2.257
O 3.426 0.403 0.760
H 2.989 -0.304 0.342
H 3.478 0.159 1.663
O -2.341 -0.683 0.234
H -3.073 0.026 0.250
H -2.873 -1.313 0.644
*
```

The calculation puts the highest occupied orbital energy at -0.388 Ha.

Per-atom natural (NBO) charges, elementary charge units: O -0.9576; H 0.4681; H 0.4804; O -0.9899; H 0.4810; H 0.5141; O -1.0213; H 0.5016; H 0.5082; O -0.9882; H 0.4704; H 0.4995; O -0.9757; H 0.4835; H 0.4672; O -0.9597; H 0.4888; H 0.4901; O -0.9940; H 0.5002; H 0.4928; O -0.9410; H 0.4810; H 0.4497; O -0.9665; H 0.4868; H 0.5134; O -0.9654; H 0.4757; H 0.4784; O -0.9491; H 0.4743; H 0.4737; O -0.9850; H 0.4737; H 0.5313; O -0.9606; H 0.4666; H 0.4864; O -0.9733; H 0.4888; H 0.4874; O -0.9880; H 0.5227; H 0.4795

4) 15 unconnected molecules or ions with the total composition H30O15, computed with the ωB97M-V functional and the def2-TZVPD basis.

```
! wB97M-V def2-TZVPD RIJCOSX def2/J DEFGRID3
* xyz 0 1
H -0.188 -1.008 0.204
H -0.050 0.486 0.591
H -1.460 -2.744 -3.453
H -1.314 -4.331 -3.489
H -3.717 -3.649 -2.101
H -3.937 -2.117 -2.122
H -4.236 0.841 1.130
H -3.809 1.718 2.284
H -2.201 1.657 -2.889
H -3.602 1.335 -2.603
H -2.824 -4.593 -0.089
H -3.002 -3.466 0.970
H 0.979 0.329 2.329
H 0.896 -0.946 1.796
H 0.888 3.794 0.832
H 2.250 3.622 0.523
H 2.812 0.567 -1.475
H 4.264 0.585 -1.951
H -1.062 -3.707 1.925
H -1.585 -5.013 2.498
H 1.177 1.984 4.164
H 0.915 2.989 5.328
H -1.258 3.101 -3.180
H 0.116 2.646 -2.632
H 3.837 2.709 0.549
H 4.310 4.080 0.968
H 2.403 -3.051 -3.132
H 2.700 -1.651 -2.954
H 2.569 1.215 3.371
H 3.725 2.083 2.777
O -0.498 -0.168 0.056
O -1.341 -3.481 -3.977
O -3.832 -2.911 -1.592
O -3.414 1.083 1.659
O -2.920 2.068 -2.397
O -3.032 -3.630 0.023
O 1.464 -0.167 1.745
O 1.591 4.323 0.567
O 3.397 0.090 -2.045
O -1.310 -4.147 2.841
O 1.455 2.327 5.044
O -0.395 3.010 -3.381
O 3.874 3.256 1.328
O 2.099 -2.346 -2.649
O 3.266 1.230 2.610
*
```

The calculation puts the highest occupied orbital energy at -0.376 Ha.

Per-atom natural (NBO) charges, elementary charge units: H 0.4571; H 0.4762; H 0.4778; H 0.4739; H 0.4582; H 0.4579; H 0.4696; H 0.4612; H 0.4671; H 0.4690; H 0.4516; H 0.4669; H 0.4403; H 0.4551; H 0.4526; H 0.4608; H 0.4757; H 0.4729; H 0.4660; H 0.4644; H 0.4554; H 0.4749; H 0.4683; H 0.4755; H 0.4702; H 0.4870; H 0.4529; H 0.4831; H 0.4460; H 0.4893; O -0.9407; O -0.9510; O -0.9175; O -0.9303; O -0.9384; O -0.9172; O -0.8892; O -0.9313; O -0.9446; O -0.9309; O -0.9306; O -0.9416; O -0.9346; O -0.9393; O -0.9396

It is 4) that is the least stable of them.